No. 1
One molecule with the formula C18H21N5O2, computed with the ωB97M-V functional and the def2-TZVPD basis.

The geometry in ORCA input format:
```
! RIJCOSX wB97M-V def2-TZVPD def2/J DEFGRID3
* xyz 0 1
C -3.79 -1.70 4.47
C -3.79 -2.24 3.08
O -4.82 -2.52 2.49
N -2.62 -2.31 2.38
C -2.54 -2.56 0.94
C -1.69 -3.78 0.78
C -0.28 -3.24 0.66
N -0.44 -1.87 0.17
C 0.55 -1.06 -0.39
C 1.79 -1.60 -0.63
C 2.85 -0.69 -1.15
C 4.24 -1.25 -1.35
N 2.66 0.57 -1.39
N 1.46 1.10 -1.15
C 1.04 2.44 -1.29
C 1.80 3.57 -1.88
C 2.91 3.49 -2.69
C 3.33 4.83 -2.95
C 2.44 5.64 -2.32
O 1.51 4.88 -1.62
C -0.24 2.46 -0.76
C -1.27 3.58 -0.62
N -0.64 1.17 -0.36
C 0.38 0.39 -0.59
C -1.83 -1.42 0.28
H -2.85 -1.91 4.92
H -4.59 -2.22 5.03
H -3.99 -0.61 4.52
H -1.79 -1.93 2.81
H -3.53 -2.72 0.52
H -2.00 -4.25 -0.15
H -1.79 -4.48 1.62
H 0.18 -3.28 1.67
H 0.30 -3.83 0.03
H 2.05 -2.62 -0.48
H 4.30 -1.90 -2.21
H 4.96 -0.45 -1.49
H 4.50 -1.88 -0.48
H 3.41 2.57 -3.00
H 4.17 5.13 -3.53
H 2.48 6.71 -2.37
H -1.54 3.68 0.41
H -0.87 4.54 -0.98
H -2.17 3.29 -1.18
H -2.28 -1.20 -0.67
H -1.92 -0.52 0.90
*
```

Summary:
Energy relative to the best compared isomer or geometry (same formula, charge and spin) (kcal/mol): 76.4
LUMO level (hartree): 0.022
Structure (SMILES): CC(=O)N[C@@H]1CCN(c2cc(C)nn3c(-c4ccco4)c(C)nc23)C1
HOMO energy (Eh): -0.28078

These are the natural (NBO) partial charges, in e, on atoms 1 to 6: number 1, C, carries -0.7047; number 2, C, carries 0.6720; number 3, O, carries -0.6345; number 4, N, carries -0.6258; number 5, C, carries -0.0619; number 6, C, carries -0.4062

No. 2
One molecule with the formula C21H21NO4S, computed with the ωB97M-V functional and the def2-TZVPD basis.

The geometry in ORCA input format:
```
! RIJCOSX wB97M-V def2-TZVPD def2/J DEFGRID3
* xyz 0 1
O -1.11 -1.81 -1.61
S -1.96 -1.78 -0.45
O -2.50 -3.03 -0.01
C -3.29 -0.61 -0.69
C -3.53 -0.08 -1.94
C -4.58 0.81 -2.11
C -5.37 1.15 -1.03
C -5.13 0.60 0.22
C -4.08 -0.29 0.39
N -1.16 -1.12 0.88
C -0.37 -2.05 1.66
C 0.95 -2.45 0.97
O 0.76 -3.39 -0.05
C 1.70 -1.20 0.47
O 3.06 -1.53 0.31
C 3.88 -0.57 -0.20
C 3.50 0.73 -0.52
C 4.43 1.61 -1.03
C 5.75 1.23 -1.23
C 6.13 -0.07 -0.91
C 5.21 -0.96 -0.40
C -0.93 0.26 0.90
C -0.82 0.98 -0.28
C -0.66 2.35 -0.25
C -0.59 3.03 0.96
C -0.69 2.31 2.14
C -0.87 0.94 2.12
H -2.89 -0.37 -2.76
H -4.77 1.23 -3.08
H -6.19 1.84 -1.16
H -5.76 0.86 1.06
H -3.88 -0.74 1.35
H -0.17 -1.62 2.64
H -0.98 -2.95 1.78
H 1.59 -2.96 1.70
H 0.23 -3.00 -0.77
H 1.59 -0.39 1.21
H 1.26 -0.88 -0.48
H 2.48 1.06 -0.38
H 4.12 2.62 -1.28
H 6.47 1.92 -1.63
H 7.15 -0.38 -1.06
H 5.49 -1.97 -0.15
H -0.84 0.46 -1.23
H -0.57 2.90 -1.18
H -0.46 4.10 0.98
H -0.64 2.82 3.09
H -0.96 0.39 3.04
*
```

Summary:
Energy relative to the best compared isomer or geometry (same formula, charge and spin) (kcal/mol): 23.8
LUMO level (hartree): 0.010
Structure (SMILES): O=S(=O)(c1ccccc1)N(C[C@@H](O)COc1ccccc1)c1ccccc1
HOMO energy (Eh): -0.30856

These are the natural (NBO) partial charges, in e, on atoms 1 to 6: number 1, O, carries -0.9599; number 2, S, carries 2.3027; number 3, O, carries -0.9192; number 4, C, carries -0.2381; number 5, C, carries -0.2176; number 6, C, carries -0.1965

No. 3
A 17-piece molecular cluster, C41H56Cl48F5N3O6PS3 overall, computed with the ωB97M-V functional and the def2-TZVPD basis.

The geometry in ORCA input format:
```
! RIJCOSX wB97M-V def2-TZVPD def2/J DEFGRID3
* xyz 1 1
C 1.03 -8.07 -0.20
C 0.50 -8.00 -1.59
O 0.02 -6.69 -1.93
C 1.00 -6.12 -2.73
C 0.68 -4.74 -3.19
C 1.52 -4.57 -4.43
N 1.63 -3.23 -4.97
C 1.48 -2.13 -4.03
C 2.40 -1.03 -4.58
C 2.13 0.38 -4.21
C 1.91 1.20 -5.21
C 1.69 2.47 -5.04
C 1.68 2.98 -3.83
C 1.90 2.18 -2.81
C 1.92 2.75 -1.45
C 2.12 0.90 -2.99
P -0.25 -1.47 -4.31
O -0.30 -0.88 -5.63
O -0.72 -0.55 -3.13
O -1.30 -2.68 -4.28
C 1.72 -2.49 -2.58
S 3.43 -2.58 -1.96
O 4.06 -1.32 -2.02
O 3.36 -3.09 -0.64
C 4.54 -3.75 -2.87
F 4.52 -3.63 -4.13
F 4.21 -4.94 -2.51
C 5.99 -3.53 -2.40
F 6.44 -2.45 -2.83
F 6.65 -4.48 -2.96
F 6.14 -3.66 -1.16
N 1.00 -3.71 -2.10
C -0.21 -3.27 -1.31
C 0.13 -3.29 0.16
C -0.96 -2.65 0.96
S -2.59 -3.11 0.39
C -3.20 -1.51 -0.13
S -3.34 -0.32 0.97
N -3.43 -1.45 -1.46
C -4.57 -2.30 -1.85
C -4.20 -3.39 -2.81
C -3.58 -0.07 -1.92
C -3.64 -0.02 -3.44
H 0.63 -8.90 0.33
H 2.08 -8.15 -0.22
H 0.78 -7.17 0.30
H -0.24 -8.73 -1.78
H 1.30 -8.25 -2.24
H 1.08 -6.69 -3.63
H 1.98 -6.16 -2.28
H -0.34 -4.76 -3.47
H 2.47 -5.04 -4.27
H 1.05 -5.16 -5.17
H 0.92 -3.13 -5.66
H 2.22 -1.09 -5.61
H 3.42 -1.30 -4.44
H 1.93 0.80 -6.18
H 1.53 3.05 -5.90
H 1.52 4.03 -3.74
H 2.91 3.10 -1.27
H 1.30 3.60 -1.40
H 1.67 2.03 -0.71
H 2.30 0.30 -2.14
H -1.64 -0.70 -2.92
H -1.34 -3.02 -5.17
H 1.32 -1.68 -2.02
H 1.56 -4.21 -1.41
H -0.55 -2.32 -1.64
H -1.01 -3.95 -1.44
H 1.06 -2.78 0.34
H 0.20 -4.32 0.42
H -0.88 -2.95 1.97
H -0.90 -1.59 0.96
H -4.99 -2.76 -0.98
H -5.34 -1.73 -2.28
H -3.23 -3.77 -2.62
H -4.26 -3.09 -3.83
H -4.87 -4.21 -2.69
H -2.72 0.45 -1.61
H -4.45 0.38 -1.53
H -4.63 0.25 -3.73
H -3.43 -0.95 -3.92
H -3.03 0.76 -3.80
C 0.17 0.62 4.03
Cl -0.30 1.91 5.12
Cl 1.76 0.98 3.35
Cl 0.19 -0.92 4.87
H -0.55 0.57 3.22
C -2.86 3.84 6.47
Cl -4.58 3.55 6.24
Cl -2.44 5.51 6.04
Cl -2.36 3.48 8.12
H -2.34 3.19 5.80
C 7.29 -6.82 0.32
Cl 7.28 -5.29 1.18
Cl 8.45 -7.94 1.02
Cl 5.67 -7.55 0.30
H 7.58 -6.62 -0.70
C 5.15 2.68 4.83
Cl 3.90 3.82 5.32
Cl 4.76 2.02 3.23
Cl 6.74 3.43 4.84
H 5.16 1.86 5.54
C -1.57 -7.23 2.86
Cl -0.01 -6.46 3.19
Cl -2.91 -6.29 3.52
Cl -1.79 -7.41 1.12
H -1.59 -8.20 3.32
C 1.03 6.38 3.71
Cl -0.41 7.39 3.68
Cl 2.19 6.95 4.91
Cl 0.55 4.71 4.04
H 1.50 6.41 2.74
C 2.59 6.97 -4.05
Cl 3.47 5.94 -2.93
Cl 3.70 7.55 -5.29
Cl 1.18 6.18 -4.81
H 2.23 7.82 -3.50
C 2.81 2.63 9.18
Cl 3.76 1.14 9.26
Cl 1.79 2.64 7.74
Cl 1.84 2.84 10.64
H 3.50 3.46 9.11
C -2.50 3.97 2.32
Cl -3.41 4.94 1.17
Cl -3.60 2.91 3.22
Cl -1.20 3.10 1.50
H -2.02 4.64 3.02
C -3.84 9.23 2.66
Cl -4.41 10.42 3.82
Cl -2.34 9.77 1.91
Cl -3.65 7.65 3.43
H -4.58 9.13 1.88
C -7.52 1.02 0.89
Cl -5.94 1.78 1.22
Cl -8.83 2.19 0.86
Cl -7.52 0.11 -0.61
H -7.71 0.33 1.69
C -7.04 6.55 8.00
Cl -7.22 7.82 9.21
Cl -5.44 6.58 7.28
Cl -7.37 4.96 8.71
H -7.76 6.72 7.22
C 2.42 -10.03 3.31
Cl 3.31 -11.31 2.49
Cl 2.87 -8.45 2.68
Cl 0.67 -10.31 3.16
H 2.67 -10.06 4.36
C -1.81 8.10 -6.45
Cl -0.91 6.85 -7.32
Cl -1.64 7.90 -4.70
Cl -1.28 9.70 -6.94
H -2.85 7.99 -6.69
C -7.37 6.17 2.85
Cl -6.40 6.47 4.29
Cl -7.31 7.55 1.76
Cl -6.84 4.70 2.02
H -8.39 6.03 3.16
C 6.54 5.33 0.39
Cl 5.30 5.96 -0.70
Cl 5.80 4.10 1.41
Cl 7.91 4.66 -0.50
H 6.90 6.14 1.00
*
```

Summary:
LUMO level (hartree): -0.086
HOMO energy (Eh): -0.39206

These are the Löwdin partial charges, in e, on atoms 1 to 6: number 1, C, carries -0.1251; number 2, C, carries -0.2427; number 3, O, carries -0.0982; number 4, C, carries -0.2126; number 5, C, carries -0.1742; number 6, C, carries -0.1393

No. 4
C10H10MgN2O7P2 as an isolated structure, computed with the ωB97M-V functional and the def2-TZVPD basis.

The geometry in ORCA input format:
```
! RIJCOSX wB97M-V def2-TZVPD def2/J DEFGRID3
* xyz 0 1
Mg -0.25 -1.26 -0.50
O -2.47 -1.73 1.53
P -1.11 -2.49 1.96
O -1.14 -2.94 3.35
O -0.03 -1.54 1.43
O -1.05 -3.76 0.94
P -0.87 -3.88 -0.72
O 1.71 -3.58 0.16
O -1.48 -2.57 -1.31
O 0.76 -3.11 -0.80
H -3.25 -2.15 1.92
H 1.39 -3.13 0.97
C -3.07 2.06 -0.51
C -2.24 3.12 -0.21
C -0.87 2.93 -0.19
C -0.37 1.66 -0.47
N -1.18 0.64 -0.76
C -2.50 0.83 -0.77
C 1.10 1.35 -0.48
C 2.07 2.31 -0.25
C 3.41 1.94 -0.27
C 3.74 0.62 -0.53
C 2.71 -0.29 -0.74
N 1.43 0.07 -0.72
H -4.15 2.17 -0.53
H -2.65 4.09 0.01
H -0.21 3.74 0.06
H -3.09 -0.05 -0.98
H 1.80 3.34 -0.05
H 4.18 2.67 -0.09
H 4.77 0.28 -0.55
H 2.90 -1.34 -0.92
*
```

Summary:
Energy relative to the best compared isomer or geometry (same formula, charge and spin) (kcal/mol): 90.3
LUMO level (hartree): -0.039
HOMO energy (Eh): -0.32740

These are the natural (NBO) partial charges, in e, on atoms 1 to 6: number 1, Mg, carries 1.7668; number 2, O, carries -1.0253; number 3, P, carries 2.5372; number 4, O, carries -1.1021; number 5, O, carries -1.2961; number 6, O, carries -1.1364

no.,HOMO-LUMO gap (eV),E (eV)
1,8.24,-30551.328
2,8.68,-42632.268
3,8.32,-716629.376
4,7.84,-51874.869